Entry 1:
92
Properties=species:S:1:pos:R:3:forces:R:3:mulliken_charge:R:1 method="wB97M-V/def2-TZVPD" spin_multiplicity=1 e_homo_ev=-8.045 smiles=c1cc[nH]c1.c1cc[nH]c1.c1cc[nH]c1.c1cc[nH]c1.c1cc[nH]c1.c1cc[nH]c1.c1cc[nH]c1.c1cc[nH]c1.CC#N.CC#N e_above_lowest_kcal_mol=93.1 orbital_gap_ev=8.138
C -23.886088 10.278579 -10.396834 0.05 -0.05 0.84 -0.339
C -24.522476 10.888360 -11.471980 -0.28 1.90 -0.03 -0.303
C -24.719663 12.227734 -11.100788 -1.18 -0.60 -1.31 -0.517
N -24.340640 12.432612 -9.808799 1.06 -2.04 -0.56 -0.010
C -23.764659 11.221500 -9.403282 -0.27 0.41 1.04 -0.551
H -23.647262 9.225551 -10.374606 0.24 0.16 0.35 0.391
H -24.833387 10.383308 -12.374562 0.07 0.38 -0.08 0.382
H -25.245516 12.974394 -11.677302 0.16 0.15 0.15 0.353
H -24.332482 13.298641 -9.289157 -0.01 -0.30 -0.26 0.208
H -23.441288 11.114535 -8.378401 0.17 -0.01 -0.14 0.388
C -12.678293 0.215840 -7.160948 -0.18 1.68 0.33 -0.400
C -13.052439 -1.069781 -7.527271 1.04 -0.68 -2.40 -0.362
C -12.918673 -1.098229 -8.932709 -1.14 0.17 0.00 -0.449
N -12.732251 0.201569 -9.374949 0.60 -0.52 0.33 -0.016
C -12.533252 0.995235 -8.309963 -0.05 0.17 1.67 -0.507
H -12.543118 0.521489 -6.133961 -0.12 0.32 -0.13 0.380
H -13.261684 -1.900521 -6.869637 0.10 0.01 -0.20 0.384
H -13.049846 -1.863471 -9.683444 -0.11 -0.13 0.30 0.366
H -12.516887 0.603247 -10.276260 -0.25 -0.92 -0.17 0.229
H -12.335240 2.045764 -8.463492 0.10 -0.10 0.26 0.377
C -19.710418 -3.276675 -2.987100 1.70 -1.65 -0.25 -0.576
C -20.107569 -2.577579 -1.863364 -0.98 1.77 1.51 -0.271
C -19.098413 -1.716095 -1.450428 -0.66 -0.79 -1.13 -0.503
N -18.067912 -1.955822 -2.333398 1.12 0.44 1.50 -0.026
C -18.351801 -3.014741 -3.116392 -0.94 0.40 -1.58 -0.293
H -20.208851 -4.042692 -3.562585 -0.19 0.07 0.27 0.370
H -21.061006 -2.575634 -1.356056 -0.11 -0.19 -0.23 0.372
H -19.129173 -0.983505 -0.657488 0.37 -0.01 -0.27 0.364
H -17.182317 -1.470842 -2.358427 -0.18 -0.21 0.26 0.193
H -17.614543 -3.427142 -3.789281 -0.12 0.18 -0.08 0.370
C -15.433066 5.418900 1.129310 -0.99 0.08 2.28 -0.271
C -15.075717 4.738109 -0.022265 -1.91 1.49 -2.27 -0.538
C -16.195933 4.938285 -0.876296 1.08 -1.09 0.03 -0.329
N -17.228969 5.487637 -0.182843 1.16 0.43 0.90 -0.014
C -16.777894 5.819749 1.104415 0.65 -0.50 -1.58 -0.531
H -14.743390 5.486002 1.957715 -0.32 0.23 0.27 0.364
H -14.071660 4.438300 -0.283761 -0.27 -0.22 -0.12 0.355
H -16.297857 4.741855 -1.933376 -0.07 -0.19 0.10 0.370
H -18.094556 5.802558 -0.597210 0.20 -0.16 0.14 0.232
H -17.481055 6.308209 1.762712 0.46 -0.07 0.22 0.361
C -15.625926 11.523475 -10.617111 -1.25 -1.92 0.33 -0.359
C -15.512199 12.855601 -10.310202 0.38 2.44 0.59 -0.401
C -16.691809 13.480647 -10.603710 -1.95 0.67 -1.15 -0.388
N -17.577624 12.555546 -11.136438 1.74 -2.49 1.74 -0.038
C -16.954604 11.310979 -10.931289 -0.19 0.26 -1.78 -0.505
H -14.836744 10.791267 -10.530682 -0.28 -0.11 0.17 0.373
H -14.679255 13.312809 -9.796802 0.05 0.15 -0.35 0.364
H -17.157321 14.454123 -10.558348 0.97 0.40 0.33 0.375
H -18.538979 12.594256 -11.443676 0.29 0.60 0.37 0.218
H -17.510938 10.405111 -11.121820 0.22 0.00 -0.25 0.363
C -19.325200 4.076670 -9.119410 0.97 1.22 0.36 -0.388
C -20.153729 3.087998 -8.584023 0.56 -0.53 1.52 -0.476
C -19.335934 2.403145 -7.677661 -1.71 -1.84 -0.95 -0.343
N -18.088237 2.817637 -7.837827 2.24 0.89 1.49 0.019
C -18.031775 3.958040 -8.549909 -1.84 0.42 -2.44 -0.603
H -19.693838 4.889351 -9.727722 0.31 -0.02 -0.16 0.407
H -21.210683 2.928842 -8.738655 0.15 0.08 0.01 0.395
H -19.466733 1.522464 -7.066351 -0.46 0.04 -0.11 0.398
H -17.288242 2.421691 -7.365250 -0.26 0.08 0.07 0.190
H -17.153427 4.545615 -8.772714 0.05 -0.34 0.22 0.402
C -17.798238 1.371212 -16.665616 -1.19 -0.25 1.45 -0.232
C -16.645732 2.037989 -16.126460 -1.88 -0.34 0.46 -0.496
C -17.070294 2.443374 -14.880001 0.92 0.02 2.00 -0.409
N -18.334165 2.014121 -14.530276 0.91 -0.59 -3.15 -0.009
C -18.800019 1.341348 -15.673389 0.71 0.34 0.13 -0.537
H -17.912215 0.898609 -17.630009 0.08 0.09 0.04 0.381
H -15.673232 2.087777 -16.593530 -0.13 0.37 0.23 0.364
H -16.539194 2.834079 -14.024614 0.51 0.39 -0.40 0.354
H -18.742954 2.110663 -13.611773 -0.04 -0.04 -0.45 0.214
H -19.783476 0.896086 -15.642541 0.10 0.04 -0.31 0.368
C -21.885407 7.736349 -2.939831 1.38 0.82 0.11 -0.520
C -21.046850 8.919372 -3.014672 -0.94 0.86 1.24 -0.329
C -20.144732 8.798750 -4.015766 0.26 0.12 -0.02 -0.512
N -20.308912 7.557862 -4.515258 -0.15 -1.49 -1.12 -0.002
C -21.347254 6.931087 -3.886836 -0.03 -1.07 -0.50 -0.382
H -22.640556 7.415374 -2.237603 0.01 0.44 -0.05 0.386
H -21.014426 9.793856 -2.381723 -0.55 -0.03 0.08 0.379
H -19.451415 9.514301 -4.432536 0.07 -0.20 0.20 0.383
H -19.785351 7.085848 -5.238563 -0.04 0.45 0.06 0.188
H -21.605553 5.917766 -4.156774 0.01 0.06 -0.03 0.410
C -21.226956 7.080681 -17.419881 0.23 0.32 -1.56 -0.761
C -21.864513 6.495437 -16.292604 -2.75 -2.24 4.31 0.362
N -22.454513 6.055692 -15.361711 2.27 1.59 -3.41 -0.384
H -20.719343 6.371062 -18.073237 0.51 -0.27 0.61 0.276
H -20.569574 7.892918 -17.109662 -0.05 -0.05 -0.24 0.248
H -21.990136 7.409331 -18.125332 -0.20 0.64 0.31 0.260
C -26.699837 6.080455 -6.646391 -0.89 0.11 1.68 -0.645
C -27.180475 5.693504 -5.286597 0.16 0.17 0.85 0.256
N -27.586176 5.371097 -4.250938 0.45 0.34 -1.19 -0.360
H -27.081471 5.231231 -7.213203 0.62 0.44 -0.86 0.239
H -25.636989 6.322152 -6.650760 0.03 -0.78 -0.12 0.263
H -27.173787 7.035015 -6.875085 -0.36 -0.27 -0.38 0.246

***

Entry 2:
48
Properties=species:S:1:pos:R:3:forces:R:3:nbo_charge:R:1 method="wB97M-V/def2-TZVPD" spin_multiplicity=1 e_homo_ev=-7.669 smiles="CCCCCCn1c(N2CCCC2)nc2c1c(=O)[nH]c(=O)n2C" e_above_lowest_kcal_mol=0.0 orbital_gap_ev=8.240
C -2.860156 4.809291 0.290558 0.11 0.10 -0.19 -0.603
C -2.277314 4.493702 -1.083020 -0.20 -0.15 0.08 -0.400
C -2.195219 2.988771 -1.376258 0.26 0.12 -0.20 -0.392
C -0.812730 2.376911 -1.142357 -0.25 -0.03 0.23 -0.394
C -0.360291 2.428116 0.313816 0.25 -0.16 -0.27 -0.409
C 0.953134 1.674721 0.552174 -0.18 0.72 0.12 -0.213
N 0.802741 0.258106 0.318709 0.18 -0.50 -0.20 -0.342
C 0.959651 -0.503796 -0.797766 -0.13 0.05 0.36 0.590
N 1.521301 -0.115827 -1.963434 0.07 0.04 -0.12 -0.428
C 2.617247 0.829935 -2.098009 0.21 0.43 0.06 -0.211
C 3.418806 0.319698 -3.298180 -0.12 0.03 0.00 -0.406
C 2.363778 -0.406514 -4.127812 0.00 -0.02 0.17 -0.411
C 1.521534 -1.081116 -3.053803 -0.16 -0.29 -0.28 -0.202
N 0.452957 -1.730357 -0.664244 -0.12 -0.46 -0.04 -0.560
C -0.055955 -1.765722 0.582601 0.29 1.30 0.26 0.386
C 0.134759 -0.556052 1.230660 -0.21 -0.76 -0.15 -0.131
C -0.286529 -0.339451 2.571582 0.08 -0.14 -0.23 0.648
O -0.173169 0.653168 3.267230 0.01 0.21 0.13 -0.633
N -0.909170 -1.492649 3.066507 -0.12 0.12 0.40 -0.636
C -1.123242 -2.716440 2.466101 -0.03 -0.03 0.01 0.790
O -1.675404 -3.622397 3.051278 -0.15 -0.21 0.20 -0.635
N -0.670225 -2.829903 1.170330 0.03 -0.02 -0.05 -0.416
C -0.830758 -4.069608 0.445553 -0.06 -0.29 -0.10 -0.412
H -3.878408 4.433089 0.362869 -0.10 -0.04 0.06 0.202
H -2.883765 5.885071 0.451855 -0.04 0.09 0.11 0.207
H -2.273801 4.357065 1.085028 0.03 -0.05 0.15 0.203
H -1.282870 4.936653 -1.169500 0.05 0.06 -0.08 0.191
H -2.908204 4.970888 -1.836286 0.08 0.05 -0.02 0.202
H -2.928528 2.460855 -0.763729 -0.09 -0.08 -0.01 0.198
H -2.458966 2.812917 -2.421746 -0.07 -0.05 0.03 0.205
H -0.081996 2.899053 -1.766459 0.07 -0.02 -0.09 0.188
H -0.841907 1.334656 -1.470706 0.06 0.00 -0.05 0.205
H -0.204968 3.462139 0.621558 -0.04 0.07 0.10 0.209
H -1.128551 1.995266 0.956525 -0.03 0.05 0.11 0.215
H 1.737853 2.077804 -0.085620 0.00 -0.06 0.05 0.203
H 1.239850 1.795576 1.600141 0.08 -0.01 -0.19 0.244
H 2.219754 1.831424 -2.304551 0.14 0.00 0.10 0.189
H 3.228381 0.866828 -1.192262 -0.07 0.05 -0.01 0.203
H 4.180654 -0.386449 -2.966633 0.04 0.00 0.01 0.206
H 3.904743 1.128751 -3.839178 0.07 0.01 0.03 0.220
H 1.761432 0.312944 -4.682934 -0.03 0.01 -0.06 0.204
H 2.792939 -1.120749 -4.826084 -0.03 -0.02 -0.05 0.222
H 1.966258 -2.027502 -2.725919 -0.04 0.02 -0.06 0.197
H 0.494548 -1.280590 -3.362363 0.07 -0.09 -0.04 0.214
H -1.244449 -1.430932 4.021143 0.05 -0.03 -0.18 0.429
H -1.396043 -3.889298 -0.468471 0.01 -0.05 0.01 0.209
H -1.363326 -4.764173 1.092174 0.06 0.07 -0.10 0.248
H 0.147044 -4.472326 0.180979 -0.04 -0.03 -0.02 0.208

***

Entry 3:
16
Properties=species:S:1:pos:R:3:forces:R:3:nbo_charge:R:1 method="wB97M-V/def2-TZVPD" spin_multiplicity=1 e_homo_ev=-9.706 smiles="CC(C)(C)C=O" e_above_lowest_kcal_mol=6.3 orbital_gap_ev=10.550
C -0.215120 1.072559 1.075578 -0.04 0.05 0.04 -0.602
C 0.029871 -0.035984 0.052329 0.00 0.05 0.05 -0.179
C 1.078054 0.417844 -0.974018 0.06 -0.03 -0.05 -0.602
C -1.265230 -0.484063 -0.659517 -0.08 -0.01 -0.05 -0.599
C 0.531802 -1.290348 0.748670 -0.04 -0.06 0.31 0.460
O 0.460670 -1.506976 1.933307 0.10 0.09 -0.48 -0.521
H 0.699114 1.267537 1.647282 -0.14 0.00 -0.09 0.218
H -0.511417 2.002474 0.576496 0.01 -0.17 0.03 0.208
H -0.996604 0.796232 1.788730 0.12 0.00 -0.10 0.223
H 2.046558 0.611078 -0.496491 -0.16 -0.04 -0.06 0.214
H 0.748597 1.349432 -1.447771 0.02 -0.15 0.06 0.217
H 1.227855 -0.322670 -1.768146 -0.02 0.04 0.14 0.212
H -2.122504 -0.438105 0.020382 0.16 -0.05 -0.07 0.220
H -1.483139 0.137846 -1.533198 0.06 0.03 0.15 0.216
H -1.179207 -1.519139 -1.017031 -0.01 0.17 -0.01 0.211
H 0.950703 -2.057716 0.053398 -0.05 0.08 0.12 0.102